294
Properties=species:S:1:pos:R:3:forces:R:3:lowdin_charge:R:1 method="wB97M-V/def2-TZVPD" total_energy_ha=-7954.35775 homo_lumo_gap_ev=6.62 charge=+7 lumo_ev=-12.58
C 12.257 -24.911 11.267 0.52 -0.67 -0.43 -0.09
C 12.790 -24.364 9.935 0.48 0.24 1.20 -0.24
C 13.813 -23.227 10.285 0.53 -0.95 -1.72 -0.16
C 14.177 -22.539 8.953 0.01 3.04 0.91 -0.06
N 14.930 -21.104 9.154 2.38 -2.18 -0.25 -0.21
C 15.151 -20.358 7.819 -0.36 0.40 0.18 -0.12
C 15.460 -18.905 8.200 -0.70 0.12 0.70 -0.14
C 14.748 -18.733 9.577 0.39 0.02 1.11 -0.11
C 14.194 -20.109 10.021 0.26 -0.16 -1.66 -0.08
C 16.371 -21.473 9.762 -1.56 1.45 -1.26 0.08
H 11.873 -24.095 11.879 -0.39 -0.32 -0.01 0.08
H 13.055 -25.406 11.820 0.25 0.31 0.10 0.09
H 11.576 -25.746 11.100 -0.53 0.42 0.11 0.08
H 11.962 -24.085 9.285 -0.06 0.63 0.03 0.08
H 13.319 -25.141 9.383 0.13 -0.11 0.06 0.11
H 14.699 -23.746 10.652 0.07 -0.02 0.12 0.12
H 13.523 -22.566 11.101 -0.50 0.17 -0.41 0.12
H 13.278 -22.180 8.453 -0.13 -0.37 -0.20 0.09
H 14.837 -23.068 8.265 -0.16 -0.26 0.26 0.13
H 15.897 -20.759 7.133 0.33 -0.67 0.68 0.12
H 14.226 -20.384 7.243 -0.38 -0.07 0.41 0.09
H 16.521 -18.663 8.250 0.08 -0.35 0.24 0.11
H 15.037 -18.200 7.485 -0.15 -0.24 -0.10 0.08
H 15.427 -18.408 10.365 0.35 0.06 -0.23 0.12
H 13.962 -17.979 9.610 0.00 -0.23 -0.38 0.10
H 14.362 -20.368 11.067 -0.35 0.15 -0.16 0.14
H 13.177 -20.241 9.652 -0.26 0.18 0.75 0.10
H 16.777 -22.237 9.099 -0.05 -0.17 0.49 0.10
H 16.285 -21.707 10.823 -0.07 -0.29 -0.31 0.11
H 16.955 -20.563 9.624 0.11 -0.10 0.27 0.09
C 11.280 -13.307 6.709 -0.65 0.01 -0.55 -0.07
C 10.189 -13.487 5.645 -1.00 1.06 0.21 -0.26
C 10.340 -12.598 4.389 -0.14 -0.53 1.01 -0.18
C 9.963 -11.117 4.671 0.72 -0.56 -0.88 -0.09
N 10.330 -10.172 3.499 -2.42 0.62 0.96 -0.24
C 9.486 -8.815 3.698 0.53 -1.27 -0.06 -0.04
C 9.313 -8.290 2.298 0.56 1.25 0.35 -0.14
C 9.670 -9.403 1.351 -0.83 0.56 -2.81 -0.19
C 9.865 -10.647 2.068 0.51 -1.14 4.02 -0.09
C 11.799 -9.901 3.520 -1.67 -0.17 -0.42 0.03
H 12.252 -13.491 6.251 0.10 -0.70 0.36 0.06
H 10.964 -13.951 7.530 0.86 -0.20 0.07 0.08
H 11.383 -12.304 7.123 -0.47 0.21 -0.13 0.08
H 9.214 -13.256 6.075 -0.20 0.34 0.46 0.09
H 10.015 -14.526 5.365 0.79 -0.12 -0.18 0.07
H 9.630 -12.976 3.653 0.12 0.01 -0.30 0.09
H 11.346 -12.884 4.082 0.23 0.92 -0.61 0.10
H 10.368 -10.665 5.576 0.60 -0.20 -0.13 0.13
H 8.896 -11.114 4.897 -0.21 0.25 -0.69 0.13
H 9.974 -8.095 4.354 0.33 -0.45 0.10 0.14
H 8.541 -9.107 4.155 0.12 -0.14 -0.05 0.13
H 10.019 -7.481 2.113 -0.10 0.14 0.17 0.13
H 8.326 -7.844 2.175 -0.01 -0.29 -0.15 0.14
H 10.492 -9.127 0.690 0.06 -0.06 0.14 0.13
H 8.802 -9.579 0.716 0.15 0.13 -0.47 0.13
H 10.614 -11.406 1.843 -0.12 0.19 -0.78 0.12
H 8.907 -11.115 2.296 -0.01 -0.26 -0.21 0.13
H 11.957 -9.231 2.674 0.58 0.28 0.48 0.11
H 12.250 -10.865 3.285 0.55 0.25 0.51 0.09
H 11.878 -9.490 4.526 1.30 0.06 -0.36 0.12
C 8.889 -19.650 3.101 -0.15 -1.22 0.38 -0.08
C 8.168 -20.870 3.756 -0.41 0.59 -1.00 -0.23
C 9.161 -21.731 4.550 -1.12 -0.13 0.59 -0.17
C 8.495 -23.040 5.037 -0.09 -0.53 -0.45 -0.10
N 9.180 -23.874 6.170 0.33 0.89 -1.04 -0.21
C 8.402 -25.158 6.488 -0.53 0.60 0.09 -0.07
C 7.967 -25.024 7.939 -1.02 0.52 0.58 -0.13
C 7.830 -23.487 8.256 0.52 -1.20 -1.81 -0.08
C 9.057 -23.041 7.463 2.07 0.19 0.47 -0.11
C 10.631 -24.169 5.722 -0.95 0.73 0.55 0.04
H 9.136 -18.847 3.795 -0.45 0.19 -0.02 0.07
H 8.321 -19.362 2.217 0.09 0.52 0.17 0.06
H 9.864 -20.006 2.768 0.18 0.00 -0.31 0.04
H 7.669 -21.419 2.958 0.75 -0.66 -0.54 0.11
H 7.211 -20.575 4.186 0.42 0.35 1.31 0.11
H 9.516 -21.140 5.394 0.35 0.04 -0.12 0.09
H 9.945 -21.925 3.819 0.42 -0.23 0.39 0.10
H 8.377 -23.675 4.159 0.30 -0.46 0.11 0.13
H 7.456 -22.866 5.318 0.16 0.17 0.62 0.14
H 8.951 -26.089 6.349 0.28 0.38 -0.46 0.14
H 7.569 -25.077 5.790 -0.18 -0.61 0.26 0.13
H 8.668 -25.430 8.668 0.35 -0.08 -0.33 0.12
H 7.060 -25.608 8.097 -0.15 0.20 -0.02 0.13
H 7.852 -23.335 9.335 0.23 0.37 -0.27 0.14
H 6.973 -22.998 7.795 -0.37 -0.32 0.33 0.12
H 9.976 -23.302 7.988 -0.03 -0.15 0.38 0.12
H 9.239 -21.998 7.203 -0.65 0.03 0.01 0.10
H 11.198 -23.241 5.790 -0.01 -0.01 0.33 0.08
H 10.651 -24.454 4.671 -0.38 -0.32 0.16 0.10
H 11.049 -24.950 6.358 -0.07 0.15 -0.04 0.11
C 7.884 -17.021 0.299 -0.98 -0.60 -0.61 -0.11
C 6.840 -15.952 0.257 -0.57 2.08 0.76 -0.26
C 5.933 -15.846 1.497 -0.19 -0.68 -1.23 -0.19
C 6.769 -15.468 2.651 0.62 0.07 2.69 -0.11
N 6.031 -15.569 4.040 -1.75 0.33 0.22 -0.19
C 6.792 -15.057 5.333 0.62 0.39 -2.10 -0.06
C 7.649 -16.222 5.785 -0.13 -0.25 -1.41 -0.14
C 6.582 -17.315 5.634 0.23 -0.33 1.75 -0.15
C 5.738 -17.020 4.404 0.22 0.05 0.63 -0.09
C 4.708 -14.765 3.955 0.22 -0.84 -0.50 0.03
H 8.642 -17.014 1.082 0.00 0.40 -0.11 0.06
H 8.288 -16.974 -0.713 0.61 -0.66 0.12 0.06
H 7.254 -17.902 0.421 0.61 -0.73 -0.20 0.08
H 6.170 -16.037 -0.599 0.22 -0.37 -0.13 0.13
H 7.307 -14.974 0.145 0.16 0.31 -0.17 0.10
H 5.489 -16.837 1.593 -0.20 -0.07 0.41 0.12
H 5.118 -15.153 1.290 0.18 0.07 0.07 0.13
H 7.206 -14.474 2.562 -0.41 0.29 0.12 0.14
H 7.643 -16.108 2.775 -0.08 -0.24 -0.01 0.11
H 6.048 -14.797 6.087 -0.18 -0.22 -0.18 0.15
H 7.271 -14.133 5.009 0.27 -0.06 0.16 0.12
H 8.142 -15.971 6.724 -0.52 -0.62 0.33 0.13
H 8.450 -16.560 5.128 0.33 0.94 -0.38 0.09
H 5.982 -17.197 6.536 -0.38 -0.56 -0.08 0.13
H 6.951 -18.339 5.574 0.21 0.12 0.31 0.11
H 4.707 -17.137 4.738 -0.11 0.18 -0.69 0.14
H 5.967 -17.727 3.606 -0.10 0.45 -0.24 0.12
H 4.082 -15.048 3.109 0.82 0.14 -0.70 0.10
H 5.003 -13.716 3.920 -0.50 -0.09 0.25 0.12
H 3.969 -15.086 4.689 0.82 0.52 1.07 0.12
C 16.250 -11.095 5.865 -1.40 -0.75 -0.89 -0.06
C 15.060 -11.981 5.277 1.13 -0.22 1.12 -0.19
C 15.589 -13.332 4.629 -0.27 1.38 -0.24 -0.17
C 16.381 -14.275 5.534 -0.19 -0.42 0.28 -0.07
N 17.546 -15.130 4.921 -0.19 -1.18 0.46 -0.18
C 17.210 -15.730 3.569 0.92 1.17 -1.29 -0.12
C 18.555 -16.014 2.840 -0.74 -0.69 1.42 -0.16
C 19.536 -15.054 3.463 0.69 0.65 -0.06 -0.15
C 18.787 -14.298 4.540 0.34 0.12 0.96 -0.07
C 17.907 -16.299 5.962 -0.50 0.95 -1.30 0.08
H 16.739 -11.470 6.764 0.03 -0.54 -0.22 0.07
H 15.919 -10.107 6.184 -0.11 0.05 -0.49 0.08
H 16.923 -11.041 5.010 0.47 0.49 0.36 0.07
H 14.520 -11.439 4.501 0.46 0.08 -0.31 0.08
H 14.277 -12.142 6.019 0.17 -0.40 0.34 0.08
H 16.157 -12.964 3.774 0.36 -0.14 -0.08 0.09
H 14.728 -13.831 4.186 0.14 -0.30 0.08 0.08
H 15.665 -14.996 5.929 0.18 -0.28 0.00 0.12
H 16.809 -13.788 6.411 0.25 0.17 -0.22 0.13
H 16.523 -16.569 3.454 -0.27 0.25 0.95 0.12
H 16.848 -14.864 3.016 -0.77 -0.22 0.13 0.11
H 18.924 -16.993 3.144 -0.24 -0.41 -0.82 0.10
H 18.383 -15.879 1.772 0.28 -0.35 0.05 0.11
H 20.389 -15.569 3.903 -0.01 -0.03 -0.22 0.13
H 19.920 -14.342 2.732 0.13 -0.02 0.13 0.13
H 19.398 -14.168 5.433 -0.20 0.02 0.08 0.14
H 18.558 -13.298 4.172 -0.87 -0.15 0.27 0.14
H 18.549 -17.032 5.474 0.44 0.50 -0.04 0.10
H 17.008 -16.866 6.201 -0.32 0.53 -0.07 0.08
H 18.336 -15.888 6.876 0.06 0.13 -0.31 0.11
C 9.464 -20.449 -0.989 -0.68 -0.54 -0.48 -0.09
C 10.124 -21.568 -0.194 0.45 1.00 -0.33 -0.24
C 11.642 -21.701 -0.437 -1.15 -0.73 -0.54 -0.19
C 12.077 -22.830 0.493 0.82 0.72 -1.28 -0.11
N 13.516 -23.266 0.174 1.66 -1.79 2.62 -0.21
C 13.999 -24.204 1.279 -0.16 -0.06 1.69 -0.13
C 15.499 -24.146 1.380 0.91 -0.90 -1.68 -0.15
C 15.883 -22.772 0.846 0.50 0.79 0.87 -0.14
C 14.611 -22.143 0.278 -1.12 -0.38 -1.43 -0.07
C 13.678 -24.110 -1.129 -1.07 2.74 -0.04 0.08
H 8.380 -20.554 -0.939 -0.09 0.02 0.24 0.09
H 9.652 -20.572 -2.056 0.34 0.29 -0.13 0.07
H 9.686 -19.442 -0.636 0.32 -0.05 -0.05 0.06
H 9.704 -22.539 -0.457 -0.35 0.12 0.23 0.13
H 9.938 -21.300 0.846 0.02 -0.56 0.30 0.09
H 12.168 -20.749 -0.368 0.16 0.01 0.77 0.10
H 11.782 -21.975 -1.483 -0.08 -0.26 -0.16 0.11
H 11.454 -23.722 0.430 0.05 0.01 -0.52 0.15
H 11.875 -22.459 1.498 1.17 -0.19 0.41 0.13
H 13.593 -25.211 1.188 -0.10 0.18 -0.31 0.15
H 13.750 -23.832 2.273 -1.17 0.39 -0.24 0.12
H 15.926 -24.904 0.724 0.21 -0.09 0.09 0.12
H 15.896 -24.349 2.375 -0.34 0.04 -0.03 0.14
H 16.786 -22.771 0.236 -0.53 -0.31 -0.77 0.13
H 16.269 -22.162 1.663 -0.49 0.24 0.30 0.09
H 14.658 -21.777 -0.748 0.45 0.10 0.00 0.12
H 14.186 -21.323 0.858 -0.01 -0.30 0.34 0.10
H 13.498 -23.291 -1.826 0.15 -0.55 -0.78 0.09
H 12.858 -24.819 -1.240 0.35 -0.18 0.38 0.13
H 14.690 -24.486 -1.281 -0.21 -0.11 0.51 0.12
C 14.619 -13.620 -3.240 0.92 -1.73 0.02 -0.07
C 14.258 -15.066 -3.702 0.15 0.50 0.09 -0.24
C 15.334 -15.754 -4.580 -0.06 2.54 0.45 -0.21
C 14.893 -17.063 -5.100 0.18 -0.50 -1.43 -0.13
N 15.887 -17.758 -6.119 -0.14 0.23 1.28 -0.20
C 16.113 -16.919 -7.397 -1.19 0.70 -0.31 -0.09
C 16.247 -17.878 -8.551 0.97 -2.15 -1.52 -0.14
C 16.126 -19.325 -8.004 -1.23 0.58 1.51 -0.11
C 15.302 -19.081 -6.707 1.23 0.91 0.25 -0.08
C 17.234 -18.014 -5.389 -0.22 0.85 -0.98 0.04
H 13.869 -13.414 -2.477 0.31 0.84 -0.13 0.07
H 14.740 -12.914 -4.062 -0.80 0.04 -0.02 0.09
H 15.630 -13.655 -2.834 -0.03 0.10 0.64 0.05
H 13.317 -14.873 -4.217 -0.14 -0.77 -0.48 0.11
H 14.040 -15.691 -2.835 -0.11 0.04 0.27 0.08
H 16.277 -15.760 -4.035 -0.01 -0.28 0.18 0.12
H 15.451 -14.961 -5.318 0.39 -0.50 -0.78 0.13
H 13.955 -16.886 -5.628 0.05 -0.31 -0.38 0.13
H 14.650 -17.692 -4.244 0.43 -0.69 -0.24 0.12
H 16.769 -16.054 -7.295 0.74 -0.73 0.38 0.14
H 15.199 -16.415 -7.710 -0.58 0.05 1.13 0.13
H 17.156 -17.883 -9.152 0.25 0.62 0.37 0.13
H 15.470 -17.753 -9.305 -0.15 0.37 0.28 0.13
H 17.099 -19.781 -7.820 -0.21 -0.11 0.02 0.12
H 15.470 -19.991 -8.565 0.53 0.06 -0.54 0.13
H 15.362 -19.835 -5.921 -0.09 -0.03 -0.13 0.13
H 14.276 -18.825 -6.971 -0.04 -0.18 0.08 0.13
H 17.718 -17.048 -5.246 -0.10 0.02 -0.21 0.10
H 17.878 -18.599 -6.046 -0.19 -0.10 0.13 0.11
H 17.165 -18.449 -4.392 -0.66 -0.34 -0.31 0.10
C 10.355 -13.948 -0.912 0.49 -0.41 -0.44 -0.06
C 9.878 -14.553 -2.236 -0.91 -0.01 0.83 -0.13
N 10.496 -15.859 -2.593 0.76 -2.26 -0.51 -0.02
C 11.210 -16.768 -1.753 -0.34 1.21 -0.94 0.00
C 11.522 -17.897 -2.464 -1.11 1.64 -1.11 -0.02
N 10.958 -17.712 -3.750 -0.94 2.26 0.09 -0.07
C 10.336 -16.456 -3.793 1.70 -2.02 1.63 0.05
C 11.124 -18.601 -4.918 0.31 -0.29 -0.03 0.02
H 9.892 -12.984 -0.701 0.11 0.11 -0.57 0.10
H 11.441 -13.850 -0.923 -0.07 0.22 0.31 0.06
H 10.035 -14.546 -0.058 0.24 -0.38 -0.04 0.07
H 9.973 -13.909 -3.110 0.11 0.06 0.20 0.14
H 8.826 -14.779 -2.060 -0.18 0.05 -0.50 0.12
H 11.482 -16.398 -0.775 -0.04 -0.48 0.06 0.08
H 12.118 -18.759 -2.205 -0.27 0.06 -0.08 0.12
H 9.829 -16.029 -4.647 -0.01 -0.14 -0.02 0.18
H 10.648 -18.273 -5.842 -0.31 0.56 0.43 0.11
H 10.721 -19.596 -4.726 0.11 0.09 0.26 0.10
H 12.187 -18.654 -5.153 0.01 -0.20 0.16 0.07
C 13.579 -20.575 4.003 1.59 -0.28 -0.13 -0.03
C 14.925 -19.663 4.143 -2.67 -0.69 -0.78 -0.08
N 15.393 -19.191 2.782 -0.85 -0.25 -1.27 -0.03
C 16.727 -19.329 2.359 -1.99 2.86 -2.05 0.02
C 16.764 -18.645 1.106 -0.30 -2.18 2.49 0.02
N 15.457 -18.305 0.756 1.64 -2.36 3.96 -0.10
C 14.613 -18.652 1.751 2.49 -0.47 1.33 0.03
C 15.254 -17.724 -0.464 -0.88 1.99 -3.59 -0.05
H 13.841 -21.425 3.373 0.04 -0.02 -0.46 0.04
H 12.665 -20.119 3.622 0.44 0.65 -0.13 0.06
H 13.241 -21.081 4.908 0.47 0.57 0.57 0.06
H 15.754 -20.225 4.575 -0.18 0.00 -0.10 0.11
H 14.641 -18.822 4.775 0.31 0.23 -0.15 0.09
H 17.470 -19.726 3.034 0.09 0.05 -0.30 0.14
H 17.602 -18.538 0.433 -0.19 0.17 0.01 0.14
H 13.542 -18.511 1.726 0.13 0.11 0.28 0.13
H 15.918 -18.162 -1.209 0.04 -0.12 0.10 0.11
H 15.475 -16.657 -0.432 -0.06 0.07 0.09 0.11
H 14.246 -17.810 -0.871 -0.15 -0.11 0.44 0.09
C 18.310 -8.711 -4.884 1.14 0.10 1.00 -0.06
C 17.227 -9.622 -4.382 -1.15 0.47 -0.56 -0.18
N 17.620 -10.612 -3.376 0.86 -2.89 2.00 -0.01
C 18.772 -11.433 -3.499 -1.32 -0.40 0.81 0.03
C 18.733 -12.340 -2.468 -0.41 0.70 1.19 0.00
N 17.634 -12.059 -1.613 1.19 1.89 -4.50 -0.08
C 16.939 -11.078 -2.278 1.01 0.48 -0.12 -0.01
C 17.303 -12.779 -0.425 -1.16 -0.14 0.82 -0.03
H 17.890 -7.912 -5.495 0.04 -0.33 -0.20 0.10
H 19.083 -9.284 -5.396 -0.13 0.23 -0.44 0.08
H 18.827 -8.227 -4.056 -0.10 0.14 0.12 0.10
H 16.864 -10.143 -5.269 -0.33 -0.36 0.21 0.13
H 16.408 -9.027 -3.980 0.00 -0.19 0.20 0.14
H 19.416 -11.367 -4.364 0.09 0.10 0.30 0.14
H 19.343 -13.139 -2.074 0.54 0.23 -0.70 0.12
H 15.984 -10.684 -1.962 0.21 0.12 0.14 0.13
H 16.233 -12.940 -0.553 -0.04 -0.38 0.87 0.09
H 17.514 -12.255 0.507 -0.22 0.64 -0.37 0.08
H 17.835 -13.720 -0.285 0.09 -0.09 -0.90 0.09
N 11.836 -18.077 8.440 -2.54 -6.63 3.46 -0.19
S 10.998 -19.472 7.830 -2.44 -2.91 4.68 0.62
O 11.715 -20.595 7.234 0.04 1.63 0.16 -0.32
O 9.653 -19.240 7.352 1.64 0.02 0.02 -0.27
F 10.746 -20.072 9.349 0.34 0.68 -1.65 -0.20
S 12.019 -17.544 7.102 3.22 9.63 -5.04 0.35
O 10.880 -16.846 6.576 0.23 -1.11 -1.13 -0.26
O 13.005 -18.166 6.264 -0.48 -0.77 -0.93 -0.31
F 12.888 -16.232 7.611 -0.15 -0.89 -0.26 -0.21
N 12.433 -16.358 1.341 -4.27 -4.69 3.23 -0.27
S 11.863 -16.202 2.966 -2.95 -0.76 5.46 0.63
O 10.435 -15.855 3.156 3.11 -0.47 -1.83 -0.28
O 12.750 -15.742 4.070 -1.56 -0.74 -3.89 -0.26
F 11.848 -17.767 3.233 0.15 -0.37 -0.57 -0.20
S 13.145 -15.094 1.341 6.88 10.17 -1.89 0.34
O 14.453 -15.050 1.957 -0.78 -0.76 0.17 -0.29
O 12.390 -13.844 1.456 0.34 -2.34 -0.08 -0.27
F 13.670 -15.120 -0.190 -0.94 -0.19 -0.71 -0.22
N 15.678 -9.537 -0.048 -2.68 -3.00 2.75 -0.28
S 16.958 -8.926 0.542 5.32 8.03 -2.36 0.46
O 18.093 -9.786 0.638 -0.29 -1.44 1.87 -0.27
O 16.811 -7.666 1.280 0.19 -3.52 -0.38 -0.23
F 17.400 -8.293 -0.884 -0.48 0.04 -0.61 -0.22
S 15.123 -10.192 1.360 -4.66 -0.40 2.03 0.60
O 14.911 -9.224 2.457 1.24 -2.57 -1.98 -0.28
O 15.420 -11.609 1.677 0.23 2.69 -0.78 -0.33
F 13.558 -10.338 0.881 0.70 -0.27 -0.37 -0.24